1 | Molecular formula: C11H18O
Method: DFT, the ωB97M-V functional and the def2-TZVPD basis

The geometry in XYZ format:
```
30
Properties=species:S:1:pos:R:3
C -1.5122 -0.9891 3.4035
C -0.6376 -0.7344 2.1451
C -1.5648 -0.4358 0.9874
C -2.3075 0.7478 1.0014
C -3.0580 1.0524 -0.1305
C -3.0775 0.2336 -1.2460
C -2.3326 -0.9346 -1.2634
C -1.6585 -1.2826 -0.0942
H -1.6637 0.0023 3.8863
H -1.0613 -1.5228 4.2286
H -2.4407 -1.4133 3.0440
H 0.0202 0.1427 2.3462
H 0.1724 -1.4743 2.0008
H -2.3291 1.4088 1.8382
H -3.6103 1.9750 -0.1835
H -3.5891 0.4501 -2.1806
H -2.3234 -1.5662 -2.1768
H -1.2483 -2.2701 -0.0521
C 3.4619 1.5055 -2.1041
C 3.0822 0.3179 -1.2117
C 1.6005 0.2552 -0.9619
O 3.5756 -0.9054 -1.8026
H 3.2276 2.4484 -1.6385
H 3.0293 1.4471 -3.0975
H 4.5578 1.5511 -2.1393
H 3.7047 0.4515 -0.2818
H 1.2198 1.1607 -0.4945
H 1.1232 0.1744 -1.9426
H 1.2427 -0.6676 -0.5173
H 4.3968 -1.1283 -1.3624
```

- Net charge: 0
- LUMO: 0.8 eV
- SMILES: CCc1ccccc1.CC(C)O
- HOMO level: -9.0473 eV

Charges per atom according to Mulliken partitioning, unit e: atom 1 (C): -1.236, atom 2 (C): -0.679, atom 3 (C): 0.545, atom 4 (C): -0.517, atom 5 (C): -0.552, atom 6 (C): -0.474, atom 7 (C): -0.426, atom 8 (C): -0.299, atom 9 (H): 0.285, atom 10 (H): 0.373, atom 11 (H): 0.348, atom 12 (H): 0.340, atom 13 (H): 0.417, atom 14 (H): 0.407, atom 15 (H): 0.359, atom 16 (H): 0.353, atom 17 (H): 0.358, atom 18 (H): 0.402, atom 19 (C): -1.315, atom 20 (C): 0.486, atom 21 (C): -1.202, atom 22 (O): -0.572, atom 23 (H): 0.373, atom 24 (H): 0.351, atom 25 (H): 0.312, atom 26 (H): 0.289, atom 27 (H): 0.379, atom 28 (H): 0.333, atom 29 (H): 0.222, atom 30 (H): 0.340

***

2 | Molecular formula: C11H18O
Method: DFT, the ωB97M-V functional and the def2-TZVPD basis

The geometry in XYZ format:
```
30
Properties=species:S:1:pos:R:3
C 1.6287 3.9019 -0.8546
C 0.7985 2.8312 -1.5219
C 1.0690 1.4258 -0.8880
C 1.7585 0.4147 -1.5711
C 1.7002 -0.8980 -1.0278
C 0.8044 -1.1038 -0.0286
O 0.6100 -2.4342 0.3439
C 0.4075 -0.0904 0.8731
C 0.5136 1.1964 0.3665
H 1.2403 4.8841 -1.1556
H 2.6475 3.8129 -1.2629
H 1.6668 3.8919 0.2339
H -0.2749 2.9941 -1.4381
H 0.9006 2.6448 -2.5824
H 2.4275 0.6133 -2.3956
H 2.2936 -1.6247 -1.5724
H -0.3092 -2.7089 0.3134
H 0.3098 -0.2070 1.9456
H 0.1646 1.9808 1.0167
C -2.7546 -0.5977 0.5118
C -3.0448 -2.0173 1.0219
C -2.0319 -2.3638 2.1165
H -1.8575 -0.5826 -0.1006
H -2.7752 0.2034 1.2313
H -3.5777 -0.2806 -0.1552
H -4.0483 -2.1215 1.4071
H -2.9186 -2.7487 0.2101
H -1.0626 -2.1024 1.6501
H -1.9392 -1.8221 3.0578
H -1.8876 -3.4092 2.3911
```

- Net charge: 0
- LUMO: 1.0 eV
- SMILES: CCc1ccc(O)cc1.CCC
- HOMO level: -8.5533 eV

Charges per atom according to Mulliken partitioning, unit e: atom 1 (C): -1.012, atom 2 (C): -0.961, atom 3 (C): 0.543, atom 4 (C): -0.403, atom 5 (C): -0.425, atom 6 (C): 0.069, atom 7 (O): -0.653, atom 8 (C): -0.861, atom 9 (C): -0.027, atom 10 (H): 0.327, atom 11 (H): 0.281, atom 12 (H): 0.337, atom 13 (H): 0.345, atom 14 (H): 0.432, atom 15 (H): 0.402, atom 16 (H): 0.428, atom 17 (H): 0.386, atom 18 (H): 0.377, atom 19 (H): 0.393, atom 20 (C): -0.959, atom 21 (C): -0.162, atom 22 (C): -0.833, atom 23 (H): 0.198, atom 24 (H): 0.294, atom 25 (H): 0.393, atom 26 (H): 0.340, atom 27 (H): 0.284, atom 28 (H): -0.166, atom 29 (H): 0.348, atom 30 (H): 0.283

***

It is 1 that is most stable; the runner-up trails by 0.869 eV.

***

1 | Molecular formula: C20H28N4O4S
Method: DFT, the ωB97M-V functional and the def2-TZVPD basis

The geometry in XYZ format:
```
57
Properties=species:S:1:pos:R:3
C 2.3729 -2.3245 -3.8032
O 3.0323 -3.2029 -2.9240
C 3.4850 -2.7145 -1.7367
C 4.0750 -3.6442 -0.8782
C 4.5604 -3.2416 0.3473
C 4.4613 -1.9166 0.7432
C 3.8836 -0.9855 -0.1039
C 3.7615 0.4618 0.2978
N 2.4624 0.9990 -0.0386
C 2.2986 2.0021 -0.9229
O 3.2212 2.6140 -1.4230
C 0.8333 2.2991 -1.2565
C 0.0555 2.6415 0.0241
C -1.4581 2.5446 -0.1760
N -1.8597 1.3159 -0.8256
S -1.6935 -0.0692 0.1201
O -0.4044 -0.1517 0.7748
O -2.0595 -1.1765 -0.7107
C -2.9326 0.2119 1.3299
C -4.3108 0.3522 1.0549
C -4.9524 0.2994 -0.2791
N -4.9695 0.5481 2.1794
N -4.0659 0.5364 3.1654
C -4.4782 0.7105 4.5272
C -2.8136 0.3352 2.7052
C -1.6240 0.2738 3.5855
C -1.2576 1.1724 -2.1363
C 0.2614 1.0925 -2.0204
C 3.4002 -1.3857 -1.3443
H 1.4729 -1.9004 -3.3458
H 3.0315 -1.5143 -4.1334
H 2.0883 -2.9285 -4.6635
H 4.1368 -4.6721 -1.1979
H 5.0144 -3.9668 1.0062
H 4.8363 -1.6089 1.7079
H 4.4955 1.0721 -0.2407
H 3.9399 0.5687 1.3733
H 1.6591 0.4811 0.2944
H 0.8186 3.1678 -1.9234
H 0.3309 1.9565 0.8238
H 0.3168 3.6530 0.3409
H -1.8214 3.3711 -0.7954
H -1.9693 2.5857 0.7892
H -6.0294 0.2148 -0.1678
H -4.7161 1.2024 -0.8402
H -4.5592 -0.5503 -0.8325
H -4.2299 -0.1711 5.1209
H -5.5561 0.8542 4.5249
H -3.9940 1.5835 4.9685
H -1.4791 1.2210 4.1058
H -0.7499 0.0581 2.9777
H -1.7409 -0.5095 4.3337
H -1.5683 2.0257 -2.7465
H -1.6580 0.2546 -2.5691
H 0.4968 0.1648 -1.4959
H 0.7124 1.0517 -3.0143
H 2.9669 -0.6399 -1.9921
```

- Net charge: 0
- LUMO: 0.5 eV
- SMILES: COc1cccc(CNC(=O)C2CCN(S(=O)(=O)c3c(C)nn(C)c3C)CC2)c1
- HOMO level: -8.3872 eV

Charges per atom according to Mulliken partitioning, unit e: atom 1 (C): -0.660, atom 2 (O): -0.472, atom 3 (C): 0.578, atom 4 (C): -0.587, atom 5 (C): -0.482, atom 6 (C): -0.920, atom 7 (C): 0.336, atom 8 (C): -1.256, atom 9 (N): -0.001, atom 10 (C): 0.077, atom 11 (O): -0.710, atom 12 (C): 0.530, atom 13 (C): -0.575, atom 14 (C): -1.147, atom 15 (N): 0.284, atom 16 (S): 1.505, atom 17 (O): -0.743, atom 18 (O): -0.766, atom 19 (C): 0.441, atom 20 (C): 0.487, atom 21 (C): -1.175, atom 22 (N): -1.103, atom 23 (N): 0.901, atom 24 (C): -0.864, atom 25 (C): -0.241, atom 26 (C): -1.667, atom 27 (C): -1.661, atom 28 (C): -0.170, atom 29 (C): 0.196, atom 30 (H): 0.201, atom 31 (H): 0.333, atom 32 (H): 0.280, atom 33 (H): 0.457, atom 34 (H): 0.365, atom 35 (H): 0.379, atom 36 (H): 0.483, atom 37 (H): 0.343, atom 38 (H): 0.079, atom 39 (H): 0.457, atom 40 (H): 0.230, atom 41 (H): 0.525, atom 42 (H): 0.452, atom 43 (H): 0.386, atom 44 (H): 0.415, atom 45 (H): 0.196, atom 46 (H): 0.310, atom 47 (H): 0.305, atom 48 (H): 0.293, atom 49 (H): 0.304, atom 50 (H): 0.379, atom 51 (H): 0.245, atom 52 (H): 0.448, atom 53 (H): 0.474, atom 54 (H): 0.497, atom 55 (H): 0.147, atom 56 (H): 0.572, atom 57 (H): 0.309

***

2 | Molecular formula: C20H28N4O4S
Method: DFT, the ωB97M-V functional and the def2-TZVPD basis

The geometry in XYZ format:
```
57
Properties=species:S:1:pos:R:3
C -1.7462 -2.0922 -3.7526
N -1.5686 -0.8386 -3.0240
C -0.5530 -0.3932 -2.2722
O -0.6603 0.7267 -1.7898
C 0.7587 -1.1583 -1.9828
C 0.7019 -2.6542 -1.6084
C 0.1288 -2.8709 -0.1998
S -1.6509 -2.6088 0.0240
C -2.2781 -4.2294 -0.4855
N 1.8798 -0.8265 -2.8735
C 2.0765 -1.2597 -4.1185
C 3.2058 -0.6077 -4.8826
O 1.4294 -2.1530 -4.6439
H -2.5947 -2.0004 -4.4320
H -1.9478 -2.9061 -3.0580
H -0.8665 -2.3251 -4.3469
H -2.3289 -0.1784 -3.0784
H 1.0738 -0.6906 -1.0490
H 0.1542 -3.2384 -2.3428
H 1.7244 -3.0348 -1.5933
H 0.3590 -3.8909 0.1087
H 0.6521 -2.2055 0.4877
H -3.3676 -4.2172 -0.4676
H -1.9167 -4.9920 0.2041
H -1.9343 -4.4642 -1.4919
H 2.4893 -0.0907 -2.5522
H 3.0129 0.4598 -4.9710
H 4.1438 -0.7750 -4.3568
H 3.2603 -1.0503 -5.8765
C 2.6084 4.9618 1.7164
C 1.1571 4.8754 1.2338
O 0.9792 3.8579 0.2348
C 1.1470 2.6069 0.7076
O 2.2084 1.9888 0.6664
C 0.0436 1.9959 1.4227
C -1.2137 2.0315 0.8362
N -2.2891 1.4680 1.4059
C -2.1487 0.8503 2.5837
C -3.2771 0.2506 3.1451
C -3.2096 -0.3857 4.3891
C -1.9975 -0.4188 5.0817
C -0.8561 0.1674 4.5281
C -0.9192 0.7978 3.2687
C 0.1858 1.3805 2.6540
N 1.4315 1.3454 3.2423
H 2.7330 5.8319 2.3667
H 2.8893 4.0703 2.2841
H 3.2851 5.0652 0.8632
H 0.8726 5.8381 0.7972
H 0.4966 4.6965 2.0899
H -1.3417 2.5284 -0.1214
H -4.2089 0.2933 2.5924
H -4.0959 -0.8466 4.8162
H -1.9413 -0.9055 6.0512
H 0.0682 0.1255 5.0945
H 2.1846 1.4942 2.5601
H 1.5713 0.6008 3.9148
```

- Net charge: 0
- LUMO: 0.2 eV
- SMILES: CNC(=O)[C@@H](CCSC)NC(C)=O.CCOC(=O)c1cnc2ccccc2c1N
- HOMO level: -8.0061 eV

Charges per atom according to Mulliken partitioning, unit e: atom 1 (C): -0.642, atom 2 (N): -0.060, atom 3 (C): 0.011, atom 4 (O): -0.670, atom 5 (C): 0.329, atom 6 (C): -0.635, atom 7 (C): -1.009, atom 8 (S): 0.095, atom 9 (C): -1.014, atom 10 (N): -0.128, atom 11 (C): 0.764, atom 12 (C): -1.295, atom 13 (O): -0.641, atom 14 (H): 0.370, atom 15 (H): 0.052, atom 16 (H): 0.242, atom 17 (H): 0.314, atom 18 (H): 0.054, atom 19 (H): 0.256, atom 20 (H): 0.457, atom 21 (H): 0.525, atom 22 (H): 0.404, atom 23 (H): 0.333, atom 24 (H): 0.301, atom 25 (H): 0.286, atom 26 (H): 0.268, atom 27 (H): 0.343, atom 28 (H): 0.341, atom 29 (H): 0.337, atom 30 (C): -1.030, atom 31 (C): -0.209, atom 32 (O): -0.385, atom 33 (C): 0.271, atom 34 (O): -0.676, atom 35 (C): 0.384, atom 36 (C): -0.678, atom 37 (N): -0.675, atom 38 (C): -0.204, atom 39 (C): -0.281, atom 40 (C): -0.496, atom 41 (C): -0.794, atom 42 (C): -0.820, atom 43 (C): 0.928, atom 44 (C): 1.160, atom 45 (N): -0.463, atom 46 (H): 0.405, atom 47 (H): 0.227, atom 48 (H): 0.281, atom 49 (H): 0.376, atom 50 (H): 0.260, atom 51 (H): 0.513, atom 52 (H): 0.471, atom 53 (H): 0.395, atom 54 (H): 0.390, atom 55 (H): 0.300, atom 56 (H): 0.199, atom 57 (H): 0.164

***

It is 2 that is most stable; the runner-up trails by 0.683 eV.

***

1 | Molecular formula: C4H8
Method: DFT, the ωB97M-V functional and the def2-TZVPD basis

The geometry in XYZ format:
```
12
Properties=species:S:1:pos:R:3
C 2.2324 -0.3329 -0.0904
C 1.7860 0.4937 0.8969
H 1.7147 -1.2380 -0.3759
H 3.0398 -0.0020 -0.7308
H 1.0669 0.1294 1.6200
H 2.3322 1.3979 1.1324
C -2.3783 -0.5139 -0.0127
C -1.6852 0.3628 -0.8121
H -1.9546 -1.4754 0.2512
H -3.2321 -0.1926 0.5733
H -0.8084 0.0512 -1.3658
H -2.1136 1.3198 -1.0862
```

- Net charge: +1
- LUMO (spin up / spin down): -4.2 / -10.0 eV
- <S²>: 0.7577
- 2S+1: 2
- HOMO level (spin up / spin down): -16.0684 / -13.8781 eV

Charges per atom according to Mulliken partitioning, unit e: atom 1 (C): -0.327, atom 2 (C): -0.340, atom 3 (H): 0.299, atom 4 (H): 0.266, atom 5 (H): 0.301, atom 6 (H): 0.262, atom 7 (C): -0.282, atom 8 (C): -0.318, atom 9 (H): 0.276, atom 10 (H): 0.290, atom 11 (H): 0.311, atom 12 (H): 0.261

***

2 | Molecular formula: C4H8
Method: DFT, the ωB97M-V functional and the def2-TZVPD basis

The geometry in XYZ format:
```
12
Properties=species:S:1:pos:R:3
C 0.5460 -0.2987 -1.1311
C -0.1089 -0.0900 0.2316
C -0.8747 -1.1625 0.6942
C 0.1488 1.0951 0.9502
H 0.8616 -1.3134 -1.2987
H -0.1972 -0.0175 -1.8882
H 1.4426 0.3364 -1.2627
H -1.0873 -2.0085 0.0816
H -1.3183 -1.0548 1.6908
H 1.1322 1.5548 0.7893
H -0.0732 1.6691 -0.6627
H -0.4716 1.2900 1.8057
```

- Net charge: +1
- LUMO (spin up / spin down): -6.0 / -8.1 eV
- <S²>: 0.7908
- 2S+1: 2
- HOMO level (spin up / spin down): -15.6331 / -16.9067 eV

Charges per atom according to Mulliken partitioning, unit e: atom 1 (C): -1.560, atom 2 (C): 1.306, atom 3 (C): -0.948, atom 4 (C): -0.857, atom 5 (H): 0.434, atom 6 (H): 0.479, atom 7 (H): 0.420, atom 8 (H): 0.349, atom 9 (H): 0.288, atom 10 (H): 0.420, atom 11 (H): 0.383, atom 12 (H): 0.287

***

It is 1 that is most stable; the runner-up trails by 0.086 eV.

***

1 | Molecular formula: C8H7NO2
Method: DFT, the ωB97M-V functional and the def2-TZVPD basis

The geometry in XYZ format:
```
18
Properties=species:S:1:pos:R:3
N 0.6171 2.3178 3.3115
C 0.0346 2.2352 2.3418
C -0.5946 2.1038 1.0610
O -1.9543 2.1897 1.2035
O 0.0101 2.9406 0.0951
C -0.1801 0.3286 0.6348
C -1.1300 -0.5950 0.4063
C -0.7259 -1.7913 -0.2325
C 0.5641 -1.9901 -0.7382
C 1.4476 -1.0116 -0.5315
C 1.1054 0.1928 0.1234
H -2.4483 2.0151 0.3773
H -0.1374 2.5228 -0.7843
H -2.1116 -0.4950 0.4582
H -1.6007 -2.3364 -0.5201
H 0.9081 -2.7724 -1.3123
H 2.3918 -1.1769 -0.8307
H 1.9049 0.8989 0.4550
```

- Net charge: 0
- LUMO: 0.3 eV
- SMILES: N#CC(O)(O)c1ccccc1
- HOMO level: -9.6195 eV

Charges per atom according to Mulliken partitioning, unit e: atom 1 (N): -0.411, atom 2 (C): 0.017, atom 3 (C): 0.690, atom 4 (O): -0.519, atom 5 (O): -0.496, atom 6 (C): 0.295, atom 7 (C): -0.463, atom 8 (C): -0.361, atom 9 (C): -0.609, atom 10 (C): -0.469, atom 11 (C): -0.531, atom 12 (H): 0.363, atom 13 (H): 0.406, atom 14 (H): 0.549, atom 15 (H): 0.299, atom 16 (H): 0.437, atom 17 (H): 0.492, atom 18 (H): 0.312

***

2 | Molecular formula: C8H7NO2
Method: DFT, the ωB97M-V functional and the def2-TZVPD basis

The geometry in XYZ format:
```
18
Properties=species:S:1:pos:R:3
O 2.0350 0.2251 2.4167
C 1.1454 0.2145 1.2831
C 0.4392 -0.9789 1.2007
C -0.4049 -1.0167 0.0494
C -1.3309 -1.9664 -0.4604
C -1.9767 -1.3448 -1.6148
N -1.5313 -0.0872 -1.7003
C -0.4815 0.1064 -0.8240
C 0.2075 1.3141 -0.6287
C 0.9982 1.3458 0.5426
O 1.8751 2.3626 0.7926
H 2.3702 0.9804 1.9888
H 0.7269 -1.8639 1.8156
H -1.4003 -3.0341 -0.3922
H -2.4187 -1.9127 -2.2076
H -1.6459 0.6803 -2.4925
H -0.0287 2.1327 -1.5445
H 1.4216 2.8428 1.7754
```

- Net charge: 0
- LUMO: 0.3 eV
- SMILES: Oc1cc2cc[nH]c2cc1O
- HOMO level: -7.7424 eV

Charges per atom according to Mulliken partitioning, unit e: atom 1 (O): -0.623, atom 2 (C): 0.290, atom 3 (C): -0.853, atom 4 (C): 0.919, atom 5 (C): -0.748, atom 6 (C): -0.546, atom 7 (N): -0.132, atom 8 (C): 0.089, atom 9 (C): -0.641, atom 10 (C): 0.444, atom 11 (O): -0.697, atom 12 (H): 0.461, atom 13 (H): 0.323, atom 14 (H): 0.354, atom 15 (H): 0.590, atom 16 (H): 0.304, atom 17 (H): 0.055, atom 18 (H): 0.411

***

It is 1 that is most stable; the runner-up trails by 0.942 eV.